C36H71ClN10O15P2S2 | the ωB97M-V functional and the def2-TZVPD basis

Computed properties:
HOMO-LUMO gap: 7.7 eV
M: 1045.6 g mol⁻¹
SMILES: CCCN[C@]1(P(O)Cl)[C@@H](CCCC(=O)O)COS(=O)(=O)[C@]1(CCC(=O)Nc1ccccc1)[PH2]=S.CC(N)=O.CC(N)=O.CC(N)=O.CC(N)=O.CC(N)=O.CC(N)=O.CC(N)=O.CC(N)=O
calculated total energy: -5029.9892 a.u.

Geometry as ORCA input:
```
! wB97M-V def2-TZVPD RIJCOSX def2/J DEFGRID3
* xyz 0 1
Cl 0.6757 5.2083 -2.2918
S 1.1018 0.4112 -1.2828
S 1.9302 -0.9065 -4.4881
P 2.8695 0.5697 -3.5972
P 2.6250 4.4667 -2.3705
O 2.9562 4.2292 -3.9838
O -4.1854 -3.9552 4.3359
O -3.1695 0.6418 5.7543
O -7.4607 4.4560 2.6290
O -1.7015 1.4849 -4.9845
O 7.2209 3.0071 1.9879
O 5.0928 -2.0688 -0.1062
O -1.1054 -6.4400 1.5669
O 0.4612 1.1989 -0.0384
O 5.0578 -0.0491 -5.4561
O -2.5406 5.1001 4.2113
O 1.8816 -5.3472 -2.2815
O 0.0457 -0.3813 -1.8335
O 2.2039 -0.3731 -0.8210
O 6.8147 5.0098 1.1045
N -3.9713 -1.1296 4.5358
N -4.7309 5.0478 3.6816
N 4.0343 2.3012 -2.0723
N -0.3174 -4.9533 -2.4108
N -1.6934 -5.2958 3.4845
N -6.3986 -4.0972 3.9638
N -2.6382 0.4111 -3.1961
N 4.7083 -1.6507 -6.9798
N -9.6429 4.3570 2.1116
N 3.2712 -2.9844 -1.0679
C -4.9056 1.2143 -3.6152
C -3.8775 1.5136 -1.4311
C 4.4437 -3.0643 -0.4141
C 0.5838 2.1085 -3.4210
C -3.8447 1.0610 -2.7428
C -5.2130 -4.6177 4.3582
C -6.0804 2.3215 -1.8489
C 6.0737 0.9391 -1.8211
C -1.7648 -1.2847 5.5225
C -6.0444 1.8645 -3.1471
C -5.2352 -6.0506 4.8214
C 4.9181 -4.4616 -0.0864
C -8.4417 3.7829 2.3710
C 6.8857 -1.5339 -5.8959
C -3.5165 2.9244 3.8739
C 4.1591 4.5058 0.5611
C -0.8504 2.1975 -2.8617
C 0.1594 -6.8523 3.5436
C 0.7450 -5.6573 -1.9487
C 0.4167 -6.7841 -1.0122
C -0.9423 -6.1809 2.7585
C -1.7430 1.3631 -3.7864
C 2.6547 2.6720 -1.7186
C -3.5369 4.4467 3.9407
C -8.3986 2.2755 2.3192
C 7.3773 1.0398 -1.0181
C 0.8130 2.5833 0.0476
C 5.4851 -1.0038 -6.0799
C 2.6770 4.1018 0.5196
C -3.0260 -0.4898 5.2878
C 1.7047 1.6248 -2.5103
C 4.8681 3.8109 1.7481
C 2.3202 2.7737 -0.2126
C -5.0137 2.1540 -0.9671
C 4.8949 1.6497 -1.0870
C 6.3722 4.0150 1.6002
H 2.0187 4.9269 0.2367
H 0.1855 -6.5248 4.5823
H -6.4125 -3.1423 3.6486
H -4.8264 0.8318 -4.6249
H -4.5672 -6.6347 4.1899
H 7.0152 -1.8316 -4.8566
H 1.1161 -6.6192 3.0793
H -1.2639 -5.1621 -2.1565
H 7.0899 -2.3926 -6.5347
H 4.7011 2.7356 1.6216
H -1.8006 -2.2637 5.0450
H -5.5775 4.5439 3.4560
H -1.2765 3.2039 -2.8855
H 4.2044 5.5761 0.7796
H 0.0051 -7.9297 3.5193
H 0.8038 3.0351 -3.9447
H -9.6977 5.3610 2.1396
H 0.4962 1.3859 -4.2416
H 7.5961 -0.7437 -6.1324
H 3.4510 1.4688 -4.4972
H -8.0821 1.8996 3.2908
H -0.9185 -0.7291 5.1222
H -4.7620 6.0517 3.7212
H 0.6385 2.8623 1.0862
H 4.4935 4.1689 2.7050
H -7.2553 -4.6176 3.9718
H 0.1869 3.2356 -0.5626
H 4.6964 4.3572 -0.3701
H -4.8325 -0.6458 4.3487
H -0.1350 -4.1809 -3.0311
H 2.8906 -2.0920 -1.3023
H 4.3666 0.8760 -0.5267
H -3.0108 1.3413 -0.8055
H 7.7625 2.0615 -1.0846
H 5.0210 -2.4423 -7.5083
H -1.6282 -1.4202 6.5940
H -3.2216 2.5280 4.8368
H -5.0172 2.5083 0.0573
H 8.1178 0.3687 -1.4529
H 6.1515 1.3194 -2.8420
H -4.8822 -6.0940 5.8503
H 0.7719 -7.7204 -1.4418
H -1.5260 -5.1181 4.4566
H -2.8699 -0.2512 -3.9275
H 2.7004 -3.7559 -1.3394
H 3.8119 -0.0452 -2.7719
H -4.4935 2.5125 3.6151
H -6.9657 2.8416 -1.4954
H 5.0297 -4.5539 0.9935
H -9.3674 1.8418 2.0735
H -3.8257 -2.0847 4.1736
H 3.7645 -1.3193 -7.1018
H 2.4077 3.9102 1.5663
H 2.2338 4.6211 -4.4951
H -10.4681 3.8312 1.8955
H 7.4145 3.0557 2.9307
H 2.7643 1.9804 0.3954
H 4.5553 3.0516 -2.5174
H 5.8851 -4.6266 -0.5592
H -6.2327 -6.4846 4.7742
H -0.9964 1.8212 -1.8544
H -2.4352 -4.7911 3.0304
H -6.8635 2.0063 -3.8407
H 7.1759 0.7895 0.0233
H -0.6526 -6.8583 -0.8389
H 4.2205 -5.2212 -0.4383
H -2.7937 2.6153 3.1189
H -7.6758 1.9703 1.5644
H 5.8040 -0.1201 -1.8582
H 5.3684 2.3087 -0.3494
H 0.9052 -6.6190 -0.0560
*
```

=====

C36H72AsF6HgO18S9 | the ωB97M-V functional and the def2-TZVPD basis

Computed properties:
HOMO-LUMO gap: 1.1 eV
M: 1471.1 g mol⁻¹
calculated total energy: -9340.6041 a.u.

Geometry as ORCA input:
```
! wB97M-V def2-TZVPD RIJCOSX def2/J DEFGRID3
* xyz 1 1
Hg 1.7181 -5.5059 0.8688
As -0.0870 0.0038 -0.1626
S 1.8480 8.9069 -2.0487
S -2.1318 -5.9747 -3.5661
S 3.3853 -2.0726 5.5758
S -8.8615 0.5606 0.8416
S -2.8159 0.8314 -8.0752
S -3.4999 -4.4834 3.4375
S 4.6223 -4.0145 -4.0308
S -2.1576 4.8639 9.0290
S 8.3790 3.2119 0.6732
F 1.6466 0.5031 -0.0482
F 0.4237 -1.6979 0.4560
F -0.5449 1.5907 -0.7644
F 0.1335 -0.5448 -1.8825
F -1.8107 -0.6104 -0.2212
F -0.3002 0.4992 1.5179
O -4.5393 -4.6039 2.3802
O -2.0982 -4.8700 3.1648
O 3.5560 -2.5351 4.2031
O -1.2799 -6.1295 -4.7386
O 2.3026 -2.6195 6.4133
O -2.7154 1.4824 -9.3776
O 5.9223 -3.4893 -3.6745
O 8.4249 2.9319 2.1009
O 8.0767 4.5154 0.1575
O -10.2870 0.1863 0.5648
O -1.2680 6.0666 9.1721
O 0.4725 9.2726 -2.2773
O 3.6541 -4.3657 -2.9881
O -8.3817 0.4741 2.2302
O -3.3821 -0.4931 -7.9153
O -1.5560 -5.6118 -2.2846
O -3.3513 4.7309 9.8482
O 2.9034 9.9174 -1.9413
C -4.1330 -5.2967 4.9154
C -8.4071 2.2091 0.2994
C 7.2888 1.9289 -0.1431
C -4.2971 -4.2065 5.9728
C -7.4262 0.6952 -1.3537
C -4.9200 -6.2472 -4.0635
C 9.9490 2.6246 -0.1805
C 1.9454 7.8697 -0.4900
C -7.7857 -0.3638 -0.3271
C -3.0070 -7.5792 -3.3894
C -2.5639 3.2012 6.8294
C -3.8295 -5.1256 -3.7897
C -3.4422 2.0655 -6.8584
C -1.1534 0.7872 -7.2892
C 4.8397 -5.4285 -5.1742
C 3.8857 -2.9250 -5.3348
C -3.6003 -2.7543 4.1060
C -7.1316 1.9532 -0.5132
C -1.2318 3.2785 8.9662
C -2.7064 4.7226 7.2025
C -4.6264 -2.9352 5.1839
C 2.1790 6.4253 -0.9820
C 4.5616 -3.4021 -6.6082
C -1.0440 2.2162 -6.6983
C -1.9616 2.3507 8.0221
C 4.5321 -4.9514 -6.6220
C 3.0711 6.4613 -2.2100
C 2.3419 7.4581 -3.1390
C 4.8129 0.2682 6.1097
C 5.7595 -0.9653 6.1075
C 5.0110 -2.2132 6.4848
C -2.3148 2.5792 -5.9440
C 9.4371 2.0760 -1.4920
C 3.4978 -0.2367 5.5674
C -4.1948 -7.5800 -4.3519
C 8.1615 1.2291 -1.1745
H -0.4495 0.5467 -8.0860
H 6.4254 2.4920 -0.4976
H -8.5396 2.8741 1.1528
H 1.3911 7.0391 -3.4683
H 2.8110 8.2808 0.0295
H -3.4838 -6.0856 5.2953
H -2.2997 -8.3865 -3.5794
H -3.8025 -1.9959 3.3498
H -4.0711 -4.6600 -2.8342
H 10.6546 3.4547 -0.2129
H -6.9248 2.8110 -1.1531
H -3.7379 5.0619 7.1081
H -6.6454 0.3950 -2.0525
H 9.0974 2.9204 -2.0918
H 4.6707 -2.0387 7.5056
H 8.5005 0.2360 -0.8797
H 2.8312 0.0462 6.3821
H 5.5561 -2.9600 -6.6688
H -4.1525 1.4919 -6.2629
H -7.0356 -0.6808 0.3975
H 4.1042 6.6794 -1.9392
H -1.3182 0.1199 -6.4432
H -2.7564 2.0036 8.6823
H -2.3210 1.9707 -5.0397
H -9.2635 2.4121 -0.3436
H -0.1782 2.3270 -6.0455
H 3.0477 0.2062 4.6789
H -3.9084 -7.6692 -5.3998
H -3.8101 -4.2869 -4.4857
H -5.0683 -4.4155 6.7142
H 5.0114 -5.4510 -7.4639
H -0.9824 2.9636 9.9794
H 7.4620 1.0440 -1.9898
H 3.9846 -1.9218 -4.9203
H -5.6150 -3.1497 4.7782
H 6.9932 1.1909 0.6026
H -8.2964 0.7969 -2.0022
H 6.2292 -1.0616 5.1287
H 6.5939 -0.8884 6.8047
H 4.0699 -3.0762 -7.5247
H -2.3442 3.6328 -5.6659
H 1.2147 5.9473 -1.1548
H -3.3021 -4.0081 6.3714
H 3.0638 5.5223 -2.7634
H -6.2566 1.8443 0.1276
H -4.7837 -8.4811 -4.1808
H 4.0578 -6.1103 -4.8397
H 5.2761 1.0591 5.5199
H -1.3752 1.4988 7.6779
H 2.8664 7.8913 -3.9907
H 5.4909 -3.1814 6.3423
H -8.2684 -1.2608 -0.7149
H -0.2946 3.6924 8.5942
H 3.4977 -5.1873 -6.8719
H -0.8992 2.9483 -7.4928
H -2.6119 -2.6481 4.5531
H 2.5850 5.8861 -0.1261
H 10.3138 1.6518 -1.9814
H 5.8497 -5.7880 -4.9775
H -4.0681 2.7798 -7.3934
H -3.4653 2.7294 6.4382
H -2.0236 5.2862 6.5667
H 4.6863 0.6874 7.1079
H 2.8336 -3.1771 -5.2019
H 10.3323 1.7520 0.3484
H -5.0757 -5.7917 4.6822
H -4.6703 -2.0731 5.8495
H 1.0931 8.1078 0.1464
H -1.8765 3.0927 5.9904
H -5.5537 -6.3493 -3.1825
H -3.3602 -7.5972 -2.3584
H -5.6039 -6.1090 -4.9010
*
```

=====

C36H72AsF6O18PtS9 | the ωB97M-V functional and the def2-TZVPD basis

Computed properties:
HOMO-LUMO gap (alpha / beta): 3.2 / 1.1 eV
M: 1465.5 g mol⁻¹
expectation value of S²: 2.035
calculated total energy: -9306.3966 a.u.

Geometry as ORCA input:
```
! wB97M-V def2-TZVPD RIJCOSX def2/J DEFGRID3
* xyz 1 3
Pt 5.9268 -0.5516 -3.5305
As 0.2365 -0.0816 0.2197
S 3.6888 -7.2012 -1.9298
S 6.3037 6.1503 -0.9042
S -4.1558 -5.2655 -7.3324
S 9.0874 -0.6628 2.9462
S 1.3855 3.0086 -7.7674
S -0.0799 -6.2413 7.9908
S -2.1364 5.5358 7.1715
S -10.4248 -4.7189 2.1077
S -4.1565 8.5840 -5.2232
F -0.1057 1.4196 -0.6893
F 0.7271 -1.6547 0.9812
F 1.7464 -0.2251 -0.7515
F 1.0901 0.7807 1.4786
F -0.6313 -0.9925 -1.1170
F -1.2921 0.0170 1.1728
O -2.0122 6.6219 8.1626
O -4.5954 -4.3247 -8.3856
O -2.7764 -5.2102 -6.8211
O -11.7427 -4.3119 2.5505
O -4.4123 7.2126 -5.6643
O 5.9948 4.6831 -0.9018
O -10.3537 -5.6583 0.9928
O 7.0659 6.5846 -2.0478
O 1.4464 4.4440 -7.5728
O -1.8151 4.1882 7.5563
O -0.1567 -7.1303 6.8337
O 4.0346 -7.8160 -3.1953
O -5.1939 9.6206 -5.3959
O 10.3312 0.0030 2.7299
O -1.0459 -6.2969 9.0717
O 4.0215 -5.7551 -1.8430
O 8.1684 -0.8540 1.8466
O 2.1434 2.0015 -7.0283
C 5.9615 7.1732 1.6123
C 4.2332 -8.2086 -0.4153
C 8.2179 0.1717 4.2861
C -5.3437 -5.2540 -5.8811
C 1.3498 -3.9247 7.6639
C -3.5038 8.6761 -3.4686
C 3.0376 -8.0848 0.5351
C -2.1736 6.7484 4.7416
C -1.1578 6.0615 5.6633
C -1.7021 9.6952 -4.7267
C -8.1399 -4.2292 3.5080
C 5.0791 8.0250 0.6786
C 7.1154 6.6719 0.6462
C -2.0439 8.7375 -3.5329
C 9.3766 -2.2343 3.8900
C -3.5110 5.9564 4.8709
C -3.7665 5.6240 6.3306
C 1.8989 -7.3968 -1.6187
C -6.2477 -6.4927 -5.9964
C 1.7297 -8.1880 -0.3084
C 4.7540 7.2301 -0.6212
C 8.8283 -0.4678 5.5417
C -8.0723 -3.5918 2.1143
C -2.5659 9.1945 -5.9273
C -4.5888 -7.0661 -7.8232
C -0.9094 2.4633 -9.0493
C -5.4081 -7.6159 -6.6654
C -9.3052 -5.1528 3.5499
C -0.0988 -4.5023 7.3937
C 9.6759 -1.7729 5.2769
C -0.4019 2.4732 -7.5749
C 1.4766 2.6407 -9.6158
C 1.9763 -4.6696 8.8269
C -9.4857 -3.2799 1.5785
C 1.6590 -6.1943 8.5408
C 0.2169 1.8814 -9.9594
H 0.4046 0.8465 -9.6735
H 6.3921 7.7500 2.4308
H 1.5664 -6.3754 -1.8036
H -1.9287 10.7530 -4.5933
H -0.2346 6.5536 5.9695
H -7.4788 -2.6835 2.2186
H -4.4365 6.3595 6.7759
H -7.0228 -6.2769 -6.7317
H -9.6309 -2.9885 0.5383
H -5.2934 -6.8704 -8.6315
H -7.4521 -4.2623 1.5195
H 5.4446 9.0118 0.3943
H 7.6685 7.5468 0.3046
H 9.5218 -2.5982 5.9720
H 1.5919 -9.2662 -0.3893
H -0.3731 1.4876 -7.1104
H 8.0041 -0.7275 6.2061
H 2.9663 -7.2140 1.1867
H -6.7656 -6.6789 -5.0555
H 2.0557 -7.0297 9.1178
H 10.0925 -2.8425 3.3372
H 4.2132 -9.2385 -0.7717
H -0.9374 5.0414 5.3490
H -0.6862 9.6212 -5.1148
H -6.1140 -8.4029 -6.9308
H -1.7729 7.6864 -3.6330
H -3.4214 5.0820 4.2264
H 8.4897 -2.8546 4.0196
H 4.7147 7.8343 -1.5276
H -1.6828 6.7795 3.7689
H -4.7430 -8.0823 -5.9387
H -9.0627 -6.2155 3.5533
H -4.3004 4.6777 6.4175
H 1.3861 -2.8410 7.7752
H -0.4830 -4.4980 6.3736
H 1.9844 -4.0707 6.7899
H 5.1715 -7.8106 -0.0289
H 9.4419 0.3012 6.0110
H -2.2755 7.7884 5.0517
H 4.1895 8.3574 1.2137
H -8.3450 -3.4264 4.2162
H 8.2920 1.2552 4.1931
H -4.3673 6.5414 4.5354
H 5.2929 6.4020 1.9949
H -1.1142 3.4788 -9.3884
H 0.9116 -7.7839 0.2878
H -3.9340 7.8346 -2.9256
H -2.7610 9.7915 -6.8182
H 10.6845 -1.4046 5.4644
H 1.4570 3.6335 -10.0654
H -0.8262 -3.9528 7.9912
H 7.9087 5.9829 0.9360
H -9.9646 -5.0628 4.4132
H 2.4753 2.2402 -9.7901
H 7.1475 -0.0154 4.2010
H -5.8662 -4.2975 -5.8951
H 3.0304 -8.9576 1.1881
H -3.7889 -7.6654 -8.2580
H -3.8328 9.6304 -3.0573
H -1.5356 9.1330 -2.6535
H -9.8656 -2.4319 2.1483
H 2.2061 -6.2927 7.6033
H -2.0525 8.3289 -6.3461
H -0.8436 3.1762 -6.8686
H 1.5715 -4.3508 9.7875
H 3.9006 6.5532 -0.5821
H -7.2480 -4.7192 3.8987
H 1.4069 -7.9782 -2.3984
H -1.8250 1.8808 -9.1519
H -4.9101 -5.4912 -4.9096
H 3.0517 -4.5206 8.9246
H 0.0672 1.8364 -11.0382
*
```

=====

Which value of M does entry 2 give?
1471.1 g mol⁻¹

=====

The lowest M belongs to which entry?
C36H71ClN10O15P2S2